Density functional theory data (wB97M-V/def2-TZVPD) for a 2-piece molecular cluster, C5H11NO3 overall in a non-equilibrium geometry.

Geometry as ORCA input:
```
! wB97M-V def2-TZVPD RIJCOSX def2/J DEFGRID3
* xyz 0 1
C -0.67 0.63 -1.76
N -0.30 0.71 -0.34
C 2.53 -0.69 0.03
O 0.02 2.03 0.03
O 2.73 0.64 0.12
O 2.94 -1.39 -0.88
H 0.81 2.23 -0.52
H 2.21 0.99 0.86
H -0.45 -0.36 -2.16
H -1.74 0.84 -1.88
H -0.11 1.36 -2.35
C -1.01 -1.57 0.34
C -0.94 -0.08 0.61
C -1.47 0.39 1.75
H 1.95 -1.06 0.89
H -1.98 -1.83 -0.10
H -0.22 -1.89 -0.35
H -0.87 -2.14 1.26
H -1.46 1.45 1.98
H -1.97 -0.26 2.46
*
```

Strongest force on any atom ... 2.445 eV Å⁻¹
SMILES ... C=C(C)N(C)O.O=CO
HOMO-LUMO gap ... 8.82 eV
HOMO energy ... -8.20 eV